Below is one molecule with the formula C2H3Cl2N2P in a non-equilibrium geometry, with properties calculated with ωB97M-V/def2-TZVPD.

Computed properties:
multiplicity = 1
strongest force on any atom = 2.3 eV/A
total charge = 0
SMILES = [H]/N=P/N1[C@H](Cl)[C@H]1Cl
orbital gap = 9.56 eV

Atoms and positions in Å:
C -0.0822 -1.3208 0.4555
C -0.7937 -0.4843 -0.4713
N 0.5651 -0.2219 -0.1043
N 0.8049 2.2476 -0.1488
P 1.3806 1.0884 0.6283
Cl 0.2830 -2.9097 -0.2065
Cl -1.9452 0.6655 0.0630
H -0.5715 -1.3231 1.4410
H -0.9120 -0.8638 -1.4587
H 1.2710 3.1222 -0.1982

***

Below is C2H3Cl2NO as an isolated structure in a non-equilibrium geometry, with properties calculated with ωB97M-V/def2-TZVPD.

Computed properties:
multiplicity = 1
strongest force on any atom = 8.2 eV/A
total charge = 0
orbital gap = 10.65 eV

Atoms and positions in Å:
C -0.3491 0.3630 -0.6184
C -0.4586 -0.9717 0.1407
H 1.3343 0.9466 0.8570
H 1.1513 2.1169 -0.2871
H -0.4819 -1.7090 -0.5628
N 0.3415 1.3234 0.1251
O -0.8040 0.4443 -1.7014
Cl -1.8571 -1.0857 1.3260
Cl 1.1235 -1.4278 0.7209

***

Below is a 3-piece molecular cluster, C2H3Cl2NO2 overall in a non-equilibrium geometry, with properties calculated with ωB97M-V/def2-TZVPD.

Computed properties:
multiplicity = 1
strongest force on any atom = 3.0 eV/A
total charge = 0
SMILES = [H]/N=C\Cl.O=C=O.Cl
orbital gap = 11.18 eV

Atoms and positions in Å:
C -1.8310 4.5232 1.4438
C 1.3574 -3.1578 -0.7723
N 1.5487 -4.1545 -1.5227
O -2.7230 4.3456 0.7303
O -0.9350 4.7113 2.1448
Cl 1.4885 -1.4894 -1.1755
Cl -0.4257 1.4842 0.1931
H 1.7974 -3.8507 -2.4255
H -1.4283 1.0232 1.0681
H 1.1509 -3.4352 0.3159

***

Repeat the third record exactly.
Below is a 3-piece molecular cluster, C2H3Cl2NO2 overall in a non-equilibrium geometry, with properties calculated with ωB97M-V/def2-TZVPD.

Computed properties:
multiplicity = 1
strongest force on any atom = 3.0 eV/A
total charge = 0
SMILES = [H]/N=C\Cl.O=C=O.Cl
orbital gap = 11.18 eV

Atoms and positions in Å:
C -1.8310 4.5232 1.4438
C 1.3574 -3.1578 -0.7723
N 1.5487 -4.1545 -1.5227
O -2.7230 4.3456 0.7303
O -0.9350 4.7113 2.1448
Cl 1.4885 -1.4894 -1.1755
Cl -0.4257 1.4842 0.1931
H 1.7974 -3.8507 -2.4255
H -1.4283 1.0232 1.0681
H 1.1509 -3.4352 0.3159

***

> Number 2 is which compound?

C2H3Cl2NO

***

> Among the records above, which one has the lowest strongest force on any atom?

C2H3Cl2N2P